A cluster of 8 separate species, C18H52N6O8 in total, computed with ωB97M-V/def2-TZVPD.

Structure (ORCA input):
```
! RIJCOSX wB97M-V def2-TZVPD def2/J DEFGRID3
* xyz 0 1
N -1.455 -1.531 -3.790
C -0.977 -2.789 -3.474
N -1.377 -3.883 -4.142
O -0.139 -2.878 -2.567
H -1.215 -0.836 -3.071
H -2.459 -1.489 -3.957
H -2.043 -3.863 -4.870
H -1.354 -4.747 -3.614
N 2.452 -0.324 -3.639
C 2.401 0.081 -2.344
N 2.076 -0.978 -1.550
O 2.671 1.230 -2.096
H 2.726 0.523 -4.099
H 1.715 -0.922 -4.053
H 1.789 -1.835 -1.969
H 1.861 -0.732 -0.577
N -0.631 -0.970 -0.149
C -1.100 0.231 -0.580
N -1.758 1.060 0.254
O -0.994 0.466 -1.776
H -0.900 -1.276 0.825
H -0.690 -1.695 -0.841
H -1.610 1.059 1.254
H -2.027 1.919 -0.137
C -3.164 -1.428 3.074
C -1.805 -1.397 3.796
C -1.650 -2.571 4.734
O -0.817 -1.524 2.762
H -3.960 -1.405 3.881
H -3.289 -2.384 2.532
H -3.344 -0.574 2.386
H -1.688 -0.440 4.318
H -1.342 -3.472 4.193
H -2.504 -2.709 5.380
H -0.788 -2.364 5.378
H 0.055 -1.234 3.074
C 4.906 2.112 1.178
C 3.841 1.076 1.438
C 3.393 0.938 2.857
O 2.610 1.342 0.702
H 5.077 2.370 0.146
H 5.810 1.641 1.573
H 4.717 3.038 1.751
H 4.244 0.175 0.987
H 2.722 1.747 3.088
H 4.305 1.022 3.464
H 2.861 0.019 3.091
H 2.840 1.403 -0.252
C -1.397 -6.434 1.727
C -2.052 -5.138 1.251
C -1.687 -4.777 -0.200
O -3.482 -5.391 1.465
H -0.324 -6.325 1.909
H -1.523 -7.093 0.881
H -1.798 -6.759 2.714
H -1.660 -4.323 1.893
H -2.388 -4.081 -0.661
H -1.715 -5.650 -0.842
H -0.670 -4.391 -0.297
H -4.103 -4.910 0.882
C -0.807 4.640 -3.792
C -0.426 3.145 -3.680
C -0.665 2.443 -5.029
O 0.973 3.108 -3.299
H -0.267 5.124 -4.627
H -0.558 5.165 -2.906
H -1.863 4.743 -4.057
H -1.011 2.689 -2.909
H -0.039 2.886 -5.780
H -1.729 2.614 -5.339
H -0.427 1.421 -4.986
H 1.203 2.179 -3.192
C 0.398 5.015 0.847
C 0.949 4.220 2.059
C 0.643 4.829 3.378
O 0.531 2.798 2.079
H -0.665 5.276 0.912
H 0.633 4.359 0.009
H 0.971 5.958 0.695
H 2.066 4.166 1.927
H -0.414 4.771 3.642
H 1.052 5.846 3.305
H 1.222 4.334 4.110
H 1.040 2.345 1.341
*
```

Computed properties:
Total energy ... -1647.57625 a.u.
Energy above the lowest of the compared OMol25 structures with the same formula, charge and spin ... 0.0 kcal per mole
Structure (SMILES) ... NC(N)=O.NC(N)=O.NC(N)=O.CC(C)O.CC(C)O.CC(C)O.CC(C)O.CC(C)O
HOMO-LUMO gap ... 9.7 eV

Results of the Löwdin charge analysis, in e, for atoms 1 through 4: 0.16, -0.65, 0.17, -0.03